Formula: C3H11N2
Source: the OMol25 dataset
Level of theory: wB97M-V/def2-TZVPD

The value obtained for the gap between HOMO and LUMO is 8.8 eV. The molar mass is 75.13 Da. The value obtained for the HOMO energy is -13.166 eV. As for the total charge: +1. For the LUMO energy, the calculation gives -4.38 eV.

Last column: natural (NBO) charge in e.
Atoms and positions in Å:
N -1.2016 0.2170 2.4359  -0.8766
H -1.9879 -0.3689 2.6803  0.4579
H -0.3595 0.0679 3.0002  0.4613
H -0.8998 -0.0070 1.4648  0.4615
H -1.4741 1.1937 2.4737  0.4562
N -1.2028 -0.4244 -0.7282  -0.7966
C 0.1977 0.0443 -0.4715  -0.2584
C 2.0548 0.2663 -2.2072  -0.3373
C 1.2115 -0.4724 -1.4961  -0.2220
H -1.8886 0.1801 -0.2399  0.3370
H -1.3076 -1.3370 -0.3138  0.3527
H 0.5128 -0.2068 0.5883  0.1145
H 0.2734 1.1544 -0.4715  0.2119
H 2.7964 -0.1454 -2.9125  0.2286
H 1.9861 1.4066 -2.1889  0.1982
H 1.2894 -1.5684 -1.6136  0.2113

Formula: C3H11N2
Source: the OMol25 dataset
Level of theory: wB97M-V/def2-TZVPD

The value obtained for the gap between HOMO and LUMO is 11.2 eV. The molar mass is 75.13 Da. The value obtained for the HOMO energy is -14.342 eV. As for the total charge: +1. For the LUMO energy, the calculation gives -3.19 eV.

Last column: natural (NBO) charge in e.
Atoms and positions in Å:
C -0.0540 -0.6316 1.7439  -0.4184
C 0.7846 1.3646 0.6232  -0.4209
C 0.5445 -0.6838 -0.5969  0.0991
N -1.0402 -0.5032 -1.8369  -0.9248
N 0.4735 -0.0454 0.5393  -0.3428
H -1.0696 -0.2829 1.9458  0.2176
H -0.0543 -1.7163 1.6707  0.2250
H 0.5759 -0.3363 2.5844  0.2342
H -0.0284 1.9059 1.1064  0.2253
H 1.6894 1.5095 1.2163  0.2326
H 0.9500 1.7826 -0.3666  0.2192
H 1.1757 -0.2672 -1.3674  0.2180
H 0.4499 -1.7593 -0.5675  0.2201
H -0.8835 -1.1522 -2.6020  0.4067
H -1.8984 -0.7600 -1.3564  0.4046
H -1.1343 0.4361 -2.2016  0.4045

Formula: C3H11N2
Source: the OMol25 dataset
Level of theory: wB97M-V/def2-TZVPD

The value obtained for the gap between HOMO and LUMO is 7.8 eV. The molar mass is 75.14 Da. The value obtained for the HOMO energy is -13.144 eV. As for the total charge: +1. For the LUMO energy, the calculation gives -5.31 eV.

Last column: natural (NBO) charge in e.
Atoms and positions in Å:
C -0.7484 -1.6079 -1.0173  0.1586
N 0.2002 -2.1525 -0.3738  -0.5664
H -0.9954 -0.6185 -0.6518  0.2501
H -1.2679 -2.1261 -1.8127  0.2382
H 0.5127 -3.1001 -0.5656  0.4389
H 0.7022 -1.6354 0.3473  0.4588
C -0.3782 1.6468 -0.5905  -0.4473
N 0.5998 0.9199 0.2228  -0.6865
C 0.2914 0.9790 1.6589  -0.4281
H -1.3527 1.5761 -0.0951  0.2008
H -0.2649 2.7391 -0.6086  0.2146
H -0.4092 1.2675 -1.6102  0.1939
H 1.5383 1.2681 0.0849  0.3807
H -0.7386 0.6844 1.8557  0.1949
H 0.5054 1.9446 2.1212  0.2036
H 0.9071 0.2397 2.1851  0.1951

Formula: C3H11N2
Source: the OMol25 dataset
Level of theory: wB97M-V/def2-TZVPD

The value obtained for the gap between HOMO and LUMO is 10.7 eV. The molar mass is 75.13 Da. The value obtained for the HOMO energy is -15.249 eV. As for the total charge: +1. For the LUMO energy, the calculation gives -4.50 eV.

Last column: natural (NBO) charge in e.
Atoms and positions in Å:
C 2.0881 -0.2121 -0.3191  -0.6124
C 1.7971 0.7577 -1.4371  -0.6072
H 1.5591 0.1663 0.5823  0.1673
H 3.1169 -0.1349 0.0191  0.2425
H 1.7378 -1.2132 -0.5538  0.2114
H 2.0759 1.7870 -1.1950  0.2229
H 2.1917 0.5351 -2.4278  0.2328
H 0.7150 0.8614 -1.6106  0.1553
N -1.1234 -0.4031 -0.0286  -0.6862
C -2.0704 -0.7293 0.7994  0.4163
N -2.2737 -0.1223 1.9618  -0.7305
H -0.3478 0.2430 0.1034  0.4525
H -1.3196 -0.6200 -0.9979  0.4381
H -2.9036 -1.3792 0.5400  0.2348
H -3.0349 -0.4272 2.5563  0.4300
H -2.2082 0.8909 2.0076  0.4325

Looking at ΔE to the lowest compared entry with this formula, charge and spin for the records above, in order, we have 212.1 86.2 177.8 84.6 kJ/mol.
Looking at max |F| for the records above, in order, we have 1.9 0.7 1.0 1.9 eV Å⁻¹.